[1]
20
Properties=species:S:1:pos:R:3:forces:R:3:lowdin_charge:R:1 method="wB97M-V/def2-TZVPD" energy_ha=-382.44667 fmax_ha_per_bohr=0.022 smiles="CC(N)=O.C=NCC" multiplicity=1 e_above_lowest_kj_mol=146.6
C 2.177165 1.478155 -1.076023 -0.5 -0.2 -0.4 -0.005
C 1.548389 1.689271 0.271122 -0.3 -0.4 0.2 -0.612
N 0.283397 2.241162 0.305254 -0.2 -0.1 0.2 0.132
O 2.055524 1.318052 1.305299 0.6 0.1 0.2 0.044
H 1.819043 2.188015 -1.819744 0.2 0.1 0.0 0.078
H 1.826332 0.493247 -1.406432 0.1 0.0 0.0 0.079
H 3.259482 1.439403 -1.034203 0.0 0.1 0.2 0.085
H -0.356601 2.004851 -0.438571 0.2 0.2 -0.2 0.084
H -0.120802 2.086847 1.224006 0.0 0.2 -0.2 0.104
C -2.928390 -0.641067 0.647160 0.8 0.4 -0.4 -0.060
N -1.933660 -1.329100 0.985469 -0.4 -0.9 0.6 -0.040
C -0.656547 -1.074879 0.369644 0.0 0.6 -0.6 -0.332
C 0.020734 -2.341616 -0.137445 -0.4 0.0 0.5 -0.086
H -2.763110 0.180497 -0.065157 -0.5 0.0 -0.1 0.066
H -3.923949 -0.820865 1.032824 0.0 0.0 0.2 0.065
H -0.817434 -0.394559 -0.487331 0.2 0.0 0.0 0.086
H -0.017361 -0.548420 1.082516 0.0 -0.2 0.1 0.102
H 0.911880 -2.096672 -0.711483 0.0 0.0 0.0 0.063
H 0.293117 -2.968750 0.711419 0.1 -0.1 -0.1 0.074
H -0.677208 -2.903573 -0.758324 0.1 0.0 -0.1 0.072

[2]
20
Properties=species:S:1:pos:R:3:forces:R:3:lowdin_charge:R:1 method="wB97M-V/def2-TZVPD" energy_ha=-382.40815 fmax_ha_per_bohr=0.069 multiplicity=1 e_above_lowest_kj_mol=247.8
C -1.996616 -1.256861 -0.423167 0.4 -0.1 -0.1 -0.120
C -1.141981 -0.762400 0.702900 -0.8 1.1 1.0 -0.227
C -0.919071 0.545033 0.990136 0.0 -2.0 0.9 -0.265
N -1.319725 1.623925 0.276346 -0.3 1.0 -0.8 0.063
H -1.968921 -0.585447 -1.286075 -0.1 0.0 0.0 0.064
H -1.620532 -2.227405 -0.760705 -0.1 0.0 -0.1 0.069
H -3.032031 -1.398888 -0.100189 0.0 0.0 -0.1 0.073
H -0.978700 -1.474438 1.509253 0.5 0.1 -0.3 0.097
H -0.351639 0.798698 1.883677 0.0 -0.1 -0.1 0.117
H -2.082319 1.464426 -0.373861 0.2 0.4 0.3 0.087
H -1.315842 2.505390 0.780495 -0.2 -0.4 -0.5 0.096
C 2.046114 1.336671 -0.630660 -0.1 0.5 0.3 -0.167
N 2.119209 0.138710 0.192137 -1.5 -0.9 -1.5 -0.018
C 1.436735 -0.859566 -0.265536 3.4 0.8 0.3 -0.329
O 1.700902 -2.062027 0.291433 -0.8 -0.3 0.1 0.012
H 3.050950 1.636777 -0.942772 0.0 -0.1 0.1 0.067
H 1.633139 2.175547 -0.052738 0.1 -0.2 -0.1 0.060
H 1.425889 1.229368 -1.531565 0.1 -0.1 0.1 0.068
H 0.982638 -0.944011 -1.267452 -0.4 0.2 0.7 0.145
H 2.331799 -1.883502 1.008342 -0.2 0.0 -0.1 0.110

[3]
20
Properties=species:S:1:pos:R:3:forces:R:3:lowdin_charge:R:1 method="wB97M-V/def2-TZVPD" energy_ha=-382.27790 fmax_ha_per_bohr=0.099 smiles="[H]/N=C(/NO)C(C)(C)C" multiplicity=1 e_above_lowest_kj_mol=589.8
H 1.972925 -0.652515 -1.174228 0.2 -0.5 -2.5 -0.006
N 1.958811 -0.517147 -0.218075 -1.5 0.7 1.0 0.133
C 0.800152 -0.041072 0.160423 4.4 -2.6 -0.5 -0.439
N 0.994260 0.271533 1.480004 -1.8 -0.2 2.5 0.014
O -0.267824 0.082766 2.219094 1.7 -2.2 -1.0 -0.071
C -0.458973 0.048330 -0.590439 0.6 -1.4 -2.1 -0.559
C -0.130072 0.250601 -2.148076 2.2 3.3 0.4 -0.081
C -1.249474 -1.387199 -0.615576 -0.3 -0.9 -0.5 -0.054
C -1.211257 1.277220 -0.129125 -3.0 -3.1 0.1 -0.058
H 1.757195 -0.400513 1.805930 -1.6 1.3 -0.1 0.159
H -0.387010 0.876500 2.681853 0.0 1.9 1.0 0.055
H 0.795829 1.024875 -2.117894 -1.7 -1.9 -0.4 0.125
H -0.831847 0.875489 -2.837190 0.5 -1.7 1.6 0.107
H 0.201691 -0.693030 -2.577355 -0.1 0.3 -0.3 0.052
H -2.264112 -0.939841 -1.149166 1.7 -1.9 2.3 0.118
H -0.898924 -2.193885 -1.484581 -0.3 2.5 2.3 0.101
H -1.121389 -2.124302 0.467213 -1.3 2.8 -3.2 0.155
H -0.648844 2.160263 -0.103751 0.9 1.1 0.1 0.075
H -1.873974 1.241278 -1.003049 -0.9 1.3 0.8 0.070
H -1.732699 0.995566 0.842722 0.4 1.0 -1.5 0.104